C32H31NO5P2RuSSe | wB97M-V/def2-TZVPD

Cartesian coordinates (Å):
Ru: -0.96765 0.62802 -0.34359
C: 2.12247 -1.49980 1.94045
N: 1.09536 -0.82387 1.14615
P: 1.16883 -0.27235 -0.47852
C: 1.35211 -1.73269 -1.51930
C: 0.40169 -1.97563 -2.50992
C: 0.50195 -3.10913 -3.30820
C: 1.54149 -4.00533 -3.11136
C: 2.49185 -3.77142 -2.12132
C: 2.40424 -2.63635 -1.33405
C: 2.74273 0.59486 -0.57209
C: 3.55348 0.45694 -1.69815
C: 4.77924 1.10503 -1.75433
C: 5.20103 1.88423 -0.68746
C: 4.39216 2.03264 0.43374
C: 3.16422 1.39576 0.49232
P: -0.42941 -0.35021 1.61825
C: -0.39282 0.25351 3.28480
C: -0.65016 -0.58982 4.36777
C: -0.51605 -0.10318 5.65799
C: -0.13378 1.21619 5.86250
C: 0.11169 2.05819 4.78531
C: -0.01777 1.58422 3.49029
C: -1.57130 -1.76765 1.53145
C: -2.85804 -1.59719 1.91425
C: -3.93724 -2.34691 1.22722
C: -3.49871 -3.55524 0.46425
C: -2.19130 -3.79640 0.21383
C: -1.25534 -2.84544 0.66310
H: 3.10823 -1.13585 1.65294
H: 2.08865 -2.58230 1.80367
H: 1.97189 -1.27231 2.99613
H: -0.42215 -1.28603 -2.65168
H: -0.23109 -3.28926 -4.08342
H: 1.62025 -4.88658 -3.73412
H: 3.30596 -4.46867 -1.97580
H: 3.16398 -2.44659 -0.58487
H: 3.23446 -0.15509 -2.53267
H: 5.40663 0.99393 -2.62820
H: 6.16461 2.37447 -0.72537
H: 4.72290 2.64370 1.26300
H: 2.53200 1.51975 1.36299
H: -0.94419 -1.62080 4.20982
H: -0.70722 -0.75053 6.50282
H: -0.02961 1.59193 6.87161
H: 0.39666 3.08709 4.95764
H: 0.15974 2.23426 2.64283
H: -3.15562 -0.80640 2.59405
H: -4.75002 -2.60536 1.91321
H: -4.28193 -4.18744 0.06214
H: -1.86741 -4.63680 -0.38315
H: -0.22981 -2.93021 0.30997
O: -4.56629 -1.45896 0.27184
Se: -3.73438 -0.16042 -0.62427
O: -3.05487 0.88495 0.46087
O: -2.36031 -0.75555 -1.35479
O: -4.93257 0.37139 -1.51265
C: 0.09824 4.76104 -0.75933
S: 0.54292 3.05114 -0.98260
O: 0.22164 2.31725 0.34712
C: -0.81214 2.52765 -1.99840
C: -0.54214 1.83133 -3.18224
C: -1.57715 1.51957 -4.04886
C: -2.87287 1.91596 -3.74938
C: -3.15026 2.59996 -2.57092
C: -2.12971 2.89948 -1.68416
H: -0.81076 4.83396 -0.16745
H: -0.03090 5.19674 -1.74956
H: 0.92420 5.24805 -0.24354
H: 0.48212 1.57526 -3.42947
H: -1.36563 0.99020 -4.96773
H: -3.67789 1.69234 -4.43646
H: -4.16342 2.89659 -2.34001
H: -2.34969 3.44619 -0.77692

Properties
Spin multiplicity ... 1
Energy relative to the best compared isomer or geometry (same formula, charge and spin) ... 33.5 kcal per mole
Frontier orbital gap ... 0.196 Eh
E ... -142737.8537 eV
Charge ... +2

Atom charges from the Löwdin analysis, given in e for atoms 1 to 6: atom 1 (Ru): 0.78, atom 2 (C): -0.08, atom 3 (N): -0.44, atom 4 (P): 0.92, atom 5 (C): -0.37, atom 6 (C): -0.10